(1)
DFT (ωB97M-V with the def2-TZVPD basis set) results for a 2-piece molecular cluster, C10H10N2 overall in a non-equilibrium geometry.

XYZ file:
```
22
Properties=species:S:1:pos:R:3
C -2.33907 -0.07937 -1.02952
C -2.38562 1.13993 -0.41873
C -3.40451 1.31059 0.48684
N -4.04955 0.18323 1.01761
C -3.88434 -1.00528 0.57533
C -3.13282 -1.09980 -0.61302
H -1.68182 -0.09296 -1.89061
H -1.87575 1.94376 -0.66888
H -3.58214 2.24746 0.98527
H -4.28167 -1.85593 0.98010
H -2.82356 -2.13179 -0.96124
C 3.86654 0.19799 1.12318
C 3.42976 -1.10485 0.85686
C 2.64670 -1.29037 -0.34107
N 2.38492 -0.32029 -1.12472
C 2.98501 0.85643 -0.77936
C 3.65615 1.21150 0.20471
H 4.43601 0.31229 2.04156
H 3.59496 -1.83425 1.74682
H 2.44305 -2.30771 -0.60476
H 2.75630 1.58398 -1.59980
H 4.04027 2.27402 0.33000
```

- E_HOMO (eV) = -9.11
- gap between HOMO and LUMO (eV) = 9.93



(2)
DFT (ωB97M-V with the def2-TZVPD basis set) results for the molecule C5H11NS in a non-equilibrium geometry.

XYZ file:
```
18
Properties=species:S:1:pos:R:3
C 1.58287 0.50610 0.86393
C 0.26476 0.15253 0.23892
C -0.92362 0.20755 1.26317
S -2.57177 -0.04795 0.59778
C 0.19499 -1.24760 -0.45843
C 0.03498 -0.49142 -1.73526
N 0.07824 0.82478 -1.05420
H 1.89046 -0.11258 1.71764
H 2.40619 0.59488 0.17809
H 1.45101 1.47221 1.31437
H -0.62816 -0.57900 1.95252
H -0.82507 1.21556 1.73125
H -2.70183 1.10438 -0.07445
H 1.16603 -1.75828 -0.34652
H -0.63199 -1.95770 -0.27230
H -0.82689 -0.64681 -2.35724
H 0.90867 -0.50232 -2.44993
H -0.86886 1.26566 -1.10933
```

- E_HOMO (eV) = -8.99
- gap between HOMO and LUMO (eV) = 9.80



(3)
DFT (ωB97M-V with the def2-TZVPD basis set) results for C18H24ClO9Si2Yb as an isolated structure in a non-equilibrium geometry.

XYZ file:
```
55
Properties=species:S:1:pos:R:3
Yb 0.06255 1.10282 0.54345
O 0.14348 3.04422 -3.42944
C -0.27931 2.48115 -2.42275
O 0.41444 1.90789 -1.51685
C -1.81780 2.40199 -2.25664
C -2.27621 0.97774 -1.90666
C -3.78266 0.83900 -2.17547
C -4.37338 1.63463 -0.98658
C -3.09949 2.09057 -0.25936
O -2.22309 0.96612 -0.46873
C -2.40008 3.20636 -1.04726
C -1.33807 3.92276 -0.16407
O -1.26494 5.14432 -0.25328
O -0.65722 3.16719 0.61109
H -2.23726 2.74186 -3.20153
H -1.65863 0.17747 -2.30780
H -4.07960 -0.21011 -2.15188
H -4.05311 1.25160 -3.14754
H -4.96560 0.99356 -0.33262
H -4.98619 2.48411 -1.28825
H -3.22335 2.29447 0.79448
H -3.09537 3.97470 -1.38000
C 1.24834 -1.10104 3.12472
Si 2.28276 -0.01934 1.86518
C 3.80865 0.29102 3.03801
C 2.89323 -1.55298 0.81233
C 4.17067 -2.09191 0.99702
C 4.57733 -3.27128 0.38602
C 3.69647 -3.94911 -0.44296
C 2.44275 -3.40043 -0.67938
C 2.02007 -2.20929 -0.08625
Si 0.35090 -1.38496 -0.69447
C -0.87809 -2.89419 -0.85726
C 0.89352 -1.23320 -2.56442
H 1.82196 -1.94080 3.52778
H 0.35727 -1.51249 2.64025
H 0.90072 -0.49078 3.96471
H 4.03312 -0.60408 3.62405
H 3.59374 1.10233 3.73991
H 4.71185 0.57095 2.48578
H 4.87436 -1.58441 1.64971
H 5.57387 -3.66363 0.56850
H 3.98297 -4.88915 -0.90501
H 1.77180 -3.91322 -1.36372
H -0.42182 -3.80854 -1.24637
H -1.69984 -2.62573 -1.53124
H -1.32283 -3.12762 0.11585
H 0.97533 -2.19709 -3.07730
H 1.86853 -0.74068 -2.60844
H 0.20614 -0.60150 -3.13839
O -1.73789 0.64746 4.36269
Cl -1.51174 1.26235 3.09091
O -1.54602 0.23990 2.05275
O -2.53420 2.22740 2.84259
O -0.21307 1.87159 3.05413
```

- multiplicity = 2
- net charge = -2
- E_HOMO (spin up / spin down) (eV) = -1.62 / -1.62
- gap between HOMO and LUMO (spin up / spin down) (eV) = 6.36 / 6.36



| no. | energy (eV) |
| --- | --- |
| 1 | -13509.524 |
| 2 | -17687.444 |
| 3 | -97288.704 |